# C11H31FO13PS4

A molecular structure, C11H31FO13PS4 at a distorted geometry (wB97M-V/def2-TZVPD, OMol25).

The geometry in XYZ format:
```
61
Properties=species:S:1:pos:R:3:forces:R:3
O -2.72577 1.52390 0.53132 0.249 0.666 0.181
S -2.90671 0.78730 -0.68374 0.404 -1.223 0.611
O -3.86991 -0.26401 -0.63725 -0.512 -0.098 -0.195
F -3.38281 1.80182 -1.75771 -0.174 0.377 -0.287
C -1.31649 0.17441 -1.35716 0.341 0.884 -0.633
C -1.38785 -1.32850 -1.74105 -0.933 1.034 0.099
O -0.51803 -1.42753 -2.81933 -7.995 7.654 1.870
P -0.88721 -0.07169 -3.92994 -0.829 1.078 -0.833
O -0.89757 0.93489 -2.42022 -0.159 -0.213 -0.118
H -0.54788 0.28842 -0.58954 -1.491 0.369 0.248
H -1.07141 -1.88308 -0.85738 0.320 -0.427 -0.163
H -2.38002 -1.66710 -2.03223 -0.231 0.106 0.247
H -0.95510 -0.96051 -5.07171 0.255 0.092 0.003
H -2.30768 -0.28154 -3.71165 0.066 -0.124 0.113
H -1.18461 1.10320 -4.72268 0.076 -0.160 0.034
H 0.52437 0.15104 -4.07604 -0.048 -0.068 0.250
O 0.88380 -0.51998 -0.27062 1.070 -0.544 0.325
S 1.57681 -1.16035 0.80129 0.988 -0.207 0.138
O 1.06164 -2.36410 1.37793 -0.207 0.018 -0.058
O 1.84184 -0.08678 1.93695 -0.161 -0.099 0.101
C 0.66270 0.64301 2.36343 -0.334 0.453 0.181
C -0.20420 -0.11674 3.34069 0.003 -0.281 -0.056
C 3.25459 -1.41768 0.33941 0.039 -0.034 -0.016
H 0.10082 0.94184 1.47763 -0.017 -0.013 -0.005
H 1.03801 1.54925 2.83307 0.170 -0.045 -0.035
H -0.67307 -0.99045 2.88938 0.022 0.033 -0.085
H -0.98608 0.55524 3.69003 0.023 0.016 0.056
H 0.38061 -0.46012 4.19490 0.006 0.090 0.033
H 3.65137 -0.48891 -0.05962 -0.020 0.011 -0.022
H 3.25901 -2.19358 -0.42331 -0.052 0.002 -0.037
H 3.81138 -1.74203 1.21423 -0.016 -0.011 0.020
O 3.45280 -5.42243 -3.79493 0.254 -0.147 0.187
S 3.24999 -4.35375 -4.72703 -1.025 0.183 -0.248
O 3.86011 -3.08428 -4.48946 0.360 0.049 0.059
O 1.70352 -4.17881 -4.98511 0.707 -0.475 -0.688
C 0.83393 -4.01258 -3.82891 0.112 0.566 0.769
C 0.86038 -2.61042 -3.26781 5.074 -4.972 -1.412
C 3.67313 -4.89592 -6.34714 0.109 -0.057 -0.078
H 1.09637 -4.75968 -3.07860 0.110 -0.071 -0.021
H -0.16117 -4.25291 -4.19619 0.002 -0.014 -0.285
H 1.82871 -2.37790 -2.82389 0.398 -0.152 -0.070
H 0.09791 -2.49963 -2.49829 2.308 -3.304 0.180
H 0.67083 -1.87300 -4.04539 0.729 -0.931 -0.315
H 3.18317 -5.84624 -6.53710 -0.016 0.000 0.004
H 4.75444 -5.00972 -6.37219 0.021 0.004 0.011
H 3.35465 -4.13942 -7.05868 -0.009 0.019 0.016
O -0.65987 2.93897 4.56738 0.334 -0.025 0.245
S -1.46500 4.06739 4.21003 -0.419 -0.103 -0.260
O -0.83627 5.26389 3.74432 0.125 0.050 -0.003
O -2.41796 4.42877 5.43803 -0.025 -0.036 -0.053
C -1.79416 4.60862 6.72405 0.167 0.072 0.366
C -1.11514 5.95697 6.86057 0.051 0.017 -0.173
C -2.69493 3.53682 3.08126 -0.086 0.126 -0.043
H -1.09734 3.78921 6.90692 0.002 -0.025 -0.110
H -2.60593 4.51660 7.44321 -0.097 -0.025 -0.104
H -0.24979 6.03262 6.20441 0.004 -0.016 0.002
H -0.78160 6.10008 7.88911 -0.041 -0.029 0.024
H -1.80302 6.75935 6.59482 -0.028 0.003 0.053
H -3.18172 2.65324 3.48264 0.015 -0.024 -0.003
H -2.19356 3.29133 2.14642 0.001 -0.037 0.000
H -3.40704 4.34316 2.92845 0.008 0.019 -0.014
```
Forces are in eV/Å.

As for the charge: -1. The total energy is -3449.6101 Eh. The calculation puts the HOMO-LUMO gap at 6.3 eV.

natural (NBO) atomic charge list, values in e, 8 entries:
1 O -0.98
2 S 2.36
3 O -0.94
4 F -0.47
5 C -0.16
6 C -0.11
7 O -0.87
8 P 0.94